A structure of composition C25H29BrI2N7O5SV, computed with ωB97M-V with the def2-TZVPD basis set.

CARTESIAN COORDINATES (ANGSTROEM)
V  -0.1194  0.0008  1.5281
I  1.5502  1.3958  6.0234
C  0.2266  2.9181  5.3847
I  -0.9237  2.4267  3.6652
H  0.8111  3.7992  5.1552
H  -0.4717  3.1130  6.1883
N  2.1361  -2.0287  4.2093
C  1.1163  -1.4218  3.6402
O  1.3210  -0.4803  2.8228
C  -0.2989  -1.7368  3.9770
C  -1.1740  -1.1653  2.8730
H  3.0721  -1.8014  3.9127
H  1.9937  -2.8195  4.8138
H  -0.4987  -1.2435  4.9347
H  -0.4313  -2.8094  4.1194
H  -2.0001  -0.5694  3.2519
H  -1.5602  -1.9385  2.2093
N  -3.0255  -6.0084  -2.8475
C  -2.1420  -5.2116  -2.1715
C  -0.7599  -5.4179  -2.2902
C  0.1276  -4.6352  -1.5839
C  -0.3526  -3.6472  -0.7342
C  -1.7186  -3.4211  -0.6082
C  -2.6058  -4.1930  -1.3254
S  0.7849  -2.7032  0.1878
O  0.5913  -2.9656  1.5930
O  2.1061  -2.8361  -0.3394
N  0.2607  -1.1070  0.0157
C  0.2180  -0.5750  -1.2917
N  0.5679  -1.3533  -2.3077
C  0.4598  -0.8296  -3.5218
C  -0.0026  0.4593  -3.7384
C  -0.3431  1.1778  -2.6088
N  -0.2263  0.6763  -1.3813
H  -2.6862  -6.5931  -3.5899
H  -3.9871  -5.7273  -2.9124
H  -0.3897  -6.1966  -2.9453
H  1.1940  -4.7772  -1.6934
H  -2.0979  -2.6243  0.0213
H  -3.6697  -4.0116  -1.2360
H  0.7481  -1.4709  -4.3472
H  -0.1013  0.8736  -4.7305
H  -0.7297  2.1903  -2.6793
C  2.5200  3.8424  -1.0849
C  3.1811  2.6239  -0.4265
C  4.3689  3.0429  0.4491
C  3.6140  1.5940  -1.4829
C  2.1807  1.9698  0.4255
N  1.4003  1.4281  1.0636
H  3.2471  4.3202  -1.7416
H  2.1946  4.5691  -0.3408
H  1.6563  3.5489  -1.6818
H  5.1136  3.5225  -0.1859
H  4.8299  2.1801  0.9290
H  4.0639  3.7527  1.2176
H  4.3708  2.0516  -2.1203
H  2.7735  1.2924  -2.1086
H  4.0415  0.7050  -1.0192
Br  -1.2879  5.7788  -0.8104
C  -2.3225  4.2218  -1.0683
C  -3.3294  4.2073  -2.0279
N  -4.0767  3.1356  -2.2647
C  -3.8407  2.0384  -1.5522
C  -2.8558  1.9679  -0.5740
C  -2.0768  3.0887  -0.3219
C  -2.6236  0.6762  0.1228
O  -3.1670  -0.3581  -0.1508
O  -1.6712  0.7605  1.0733
H  -3.5319  5.0921  -2.6199
H  -4.4517  1.1690  -1.7613
H  -1.2905  3.0678  0.4201

* gap between HOMO and LUMO (alpha / beta): 6.47 / 7.17 eV
* charge: +1
* spin multiplicity: 2

---

A structure of composition C25H29Cl2N4O2RhTe, computed with ωB97M-V with the def2-TZVPD basis set.

CARTESIAN COORDINATES (ANGSTROEM)
Rh  -0.3272  -0.8322  0.5354
C  -2.0879  -1.6268  -1.8170
C  -2.5594  -0.2082  -1.5777
N  -2.3864  0.1102  -0.1513
C  -2.5258  1.5427  0.1397
C  -1.8548  1.8752  1.4462
C  -2.2159  2.9544  2.2334
C  -1.4671  3.2280  3.3686
C  -0.3815  2.4231  3.6828
C  -0.0903  1.3550  2.8541
C  1.0852  0.4356  3.0561
N  0.7730  -0.8526  2.4390
C  1.8641  -1.6824  1.8676
C  1.1085  -2.3074  0.7137
N  -0.8745  -1.8717  -1.0708
N  -0.8254  1.0880  1.7707
H  -1.9317  -1.8158  -2.8833
H  -2.8377  -2.3600  -1.4851
H  -3.5947  -0.0869  -1.9057
H  -1.9385  0.4873  -2.1428
H  -3.0856  -0.3941  0.3888
H  -3.5694  1.8660  0.1368
H  -2.0167  2.0900  -0.6578
H  -3.0637  3.5683  1.9611
H  -1.7278  4.0635  4.0045
H  0.2233  2.6150  4.5590
H  1.3305  0.3281  4.1138
H  1.9603  0.8580  2.5551
H  0.1994  -1.4105  3.0684
H  2.3070  -2.3742  2.5860
H  2.6469  -1.0127  1.5094
H  0.5622  -3.2074  0.9987
H  1.6794  -2.4465  -0.1994
H  -0.4473  -2.7628  -1.3084
Cl  -0.1281  -2.9814  5.3989
C  -1.5027  -2.0978  5.8118
Cl  -1.5662  -0.4323  5.4511
C  -2.9947  -2.3109  2.9576
O  -4.0979  -2.4464  3.2499
O  -1.8904  -2.1711  2.6048
H  -2.1689  -2.4728  6.5713
Te  1.4974  0.9020  -0.7830
C  2.8607  -0.3932  -1.7035
C  4.2108  -0.0870  -1.5667
C  5.1614  -0.9179  -2.1465
C  4.7642  -2.0364  -2.8632
C  3.4143  -2.3383  -2.9980
C  2.4594  -1.5226  -2.4111
C  0.4447  1.6502  -2.4386
C  0.2696  0.9405  -3.6199
C  -0.4917  1.4960  -4.6397
C  -1.0840  2.7418  -4.4748
C  -0.8968  3.4500  -3.2958
C  -0.1245  2.9099  -2.2753
H  4.5276  0.7982  -1.0294
H  6.2117  -0.6807  -2.0451
H  5.5069  -2.6762  -3.3202
H  3.1071  -3.2112  -3.5586
H  1.4079  -1.7712  -2.5036
H  0.7412  -0.0227  -3.7686
H  -0.6131  0.9574  -5.5702
H  -1.6741  3.1692  -5.2740
H  -1.3312  4.4338  -3.1769
H  0.0490  3.4849  -1.3718

* gap between HOMO and LUMO (alpha / beta): 7.68 / 6.90 eV
* charge: +2
* spin multiplicity: 5

---

Number 1: energy -6241.03711 Ha, strongest force on any atom 0.013 Eh/bohr. Number 2: energy -2637.88492 Ha, strongest force on any atom 0.005 Eh/bohr.